1.
Entry from the Open Molecules 2025 dataset: an isolated molecule of C6H12ClN at a distorted geometry (ωB97M-V with the def2-TZVPD basis set).

```
! RIJCOSX wB97M-V def2-TZVPD def2/J DEFGRID3
* xyz 0 1
Cl -2.33 -0.24 0.47
N 1.12 1.17 0.22
C 0.41 -2.59 -1.00
C -0.15 1.52 1.02
C 1.11 -1.51 -0.35
C -0.57 -0.01 1.02
C -1.08 2.48 0.32
C 0.42 -0.20 -0.11
H -0.08 -0.06 -1.10
H -0.56 -2.84 -0.51
H 1.79 -1.90 0.52
H 0.52 -2.40 -2.26
H -1.77 1.81 -0.56
H 1.17 -3.36 -0.97
H 1.87 -1.06 -1.09
H -1.84 2.81 1.29
H -0.67 3.54 -0.24
H 0.09 1.87 2.07
H 1.19 1.56 -0.78
H -0.66 -0.59 2.04
*
```

## Properties
HOMO-LUMO gap ... 0.380 Eh
E ... -750.6007 Eh
Relative energy (zero: lowest compared OMol25 entry of this formula, charge and spin) ... 452.09 kJ/mol
Structure (SMILES) ... CC[C@@H]1N[C@@H](C)[C@H]1Cl
LUMO energy ... 0.960 eV
HOMO energy ... -9.381 eV


2.
Entry from the Open Molecules 2025 dataset: a structure of composition C6H12ClO4RuS3 at a distorted geometry (ωB97M-V with the def2-TZVPD basis set).

```
! RIJCOSX wB97M-V def2-TZVPD def2/J DEFGRID3
* xyz 2 2
Ru 0.92 1.09 -0.51
Cl 1.16 3.79 -0.40
S 1.53 -0.78 0.79
S -1.03 1.21 0.65
S -0.13 -0.44 -2.01
O 2.41 4.26 -0.81
O 0.26 4.72 0.11
O 0.54 2.93 -1.47
O 1.37 2.65 0.67
C -1.58 -0.99 -1.05
C 0.13 -0.99 1.96
C -2.19 0.18 -0.30
C 1.09 -1.78 -1.79
C -0.61 0.31 2.17
C 1.32 -2.20 -0.35
H -0.52 -1.77 1.58
H 2.22 -2.81 -0.28
H -2.65 0.90 -0.99
H -2.30 -1.39 -1.77
H 0.80 -2.63 -2.40
H -1.53 0.17 2.74
H 0.56 -1.33 2.91
H 0.50 -2.80 0.04
H -1.28 -1.79 -0.38
H -2.97 -0.15 0.39
H 0.00 1.04 2.72
H 2.00 -1.37 -2.23
*
```

## Properties
HOMO-LUMO gap (alpha / beta) ... 0.304 / 0.263 Eh
E ... -2285.4982 Eh
Relative energy (zero: lowest compared OMol25 entry of this formula, charge and spin) ... 0.00 kJ/mol
LUMO energy (alpha / beta) ... -9.754 / -10.614 eV
HOMO energy (alpha / beta) ... -18.026 / -17.780 eV


3.
Entry from the Open Molecules 2025 dataset: a structure of composition C6H12Cu2O10 at a distorted geometry (ωB97M-V with the def2-TZVPD basis set).

```
! RIJCOSX wB97M-V def2-TZVPD def2/J DEFGRID3
* xyz -2 1
Cu 2.75 -1.12 0.68
Cu 0.90 -0.26 -0.29
O 2.72 -0.30 -1.12
O 0.58 -0.18 1.63
O 2.23 0.97 0.48
O -0.37 -0.24 -1.93
O -1.40 -1.78 3.19
O 3.82 1.50 -0.70
O -1.21 0.08 0.63
O 0.52 -2.25 2.30
O 1.27 -1.77 0.39
O 1.37 1.57 -3.09
C -2.14 -0.02 1.67
C -2.30 -1.53 2.11
C -0.91 1.05 -2.20
C 2.89 0.79 -0.56
C 0.69 -1.41 1.41
C 0.30 2.03 -2.27
H -0.60 -2.18 2.81
H 2.12 1.40 -2.51
H -0.31 0.06 0.97
H 0.67 1.98 -1.24
H -0.08 -0.48 -2.81
H -1.67 1.32 -1.46
H -3.23 -1.75 2.63
H -3.03 0.19 1.08
H 0.11 3.05 -2.59
H -1.52 0.96 -3.10
H -1.92 0.65 2.50
H -2.24 -2.33 1.38
*
```

## Properties
HOMO-LUMO gap ... 0.170 Eh
E ... -4268.8581 Eh
LUMO energy ... 5.532 eV
HOMO energy ... 0.911 eV


Repeat the second record exactly.
Entry from the Open Molecules 2025 dataset: a structure of composition C6H12ClO4RuS3 at a distorted geometry (ωB97M-V with the def2-TZVPD basis set).

```
! RIJCOSX wB97M-V def2-TZVPD def2/J DEFGRID3
* xyz 2 2
Ru 0.92 1.09 -0.51
Cl 1.16 3.79 -0.40
S 1.53 -0.78 0.79
S -1.03 1.21 0.65
S -0.13 -0.44 -2.01
O 2.41 4.26 -0.81
O 0.26 4.72 0.11
O 0.54 2.93 -1.47
O 1.37 2.65 0.67
C -1.58 -0.99 -1.05
C 0.13 -0.99 1.96
C -2.19 0.18 -0.30
C 1.09 -1.78 -1.79
C -0.61 0.31 2.17
C 1.32 -2.20 -0.35
H -0.52 -1.77 1.58
H 2.22 -2.81 -0.28
H -2.65 0.90 -0.99
H -2.30 -1.39 -1.77
H 0.80 -2.63 -2.40
H -1.53 0.17 2.74
H 0.56 -1.33 2.91
H 0.50 -2.80 0.04
H -1.28 -1.79 -0.38
H -2.97 -0.15 0.39
H 0.00 1.04 2.72
H 2.00 -1.37 -2.23
*
```

## Properties
HOMO-LUMO gap (alpha / beta) ... 0.304 / 0.263 Eh
E ... -2285.4982 Eh
Relative energy (zero: lowest compared OMol25 entry of this formula, charge and spin) ... 0.00 kJ/mol
LUMO energy (alpha / beta) ... -9.754 / -10.614 eV
HOMO energy (alpha / beta) ... -18.026 / -17.780 eV


Copy entry 1 word for word.
Entry from the Open Molecules 2025 dataset: an isolated molecule of C6H12ClN at a distorted geometry (ωB97M-V with the def2-TZVPD basis set).

```
! RIJCOSX wB97M-V def2-TZVPD def2/J DEFGRID3
* xyz 0 1
Cl -2.33 -0.24 0.47
N 1.12 1.17 0.22
C 0.41 -2.59 -1.00
C -0.15 1.52 1.02
C 1.11 -1.51 -0.35
C -0.57 -0.01 1.02
C -1.08 2.48 0.32
C 0.42 -0.20 -0.11
H -0.08 -0.06 -1.10
H -0.56 -2.84 -0.51
H 1.79 -1.90 0.52
H 0.52 -2.40 -2.26
H -1.77 1.81 -0.56
H 1.17 -3.36 -0.97
H 1.87 -1.06 -1.09
H -1.84 2.81 1.29
H -0.67 3.54 -0.24
H 0.09 1.87 2.07
H 1.19 1.56 -0.78
H -0.66 -0.59 2.04
*
```

## Properties
HOMO-LUMO gap ... 0.380 Eh
E ... -750.6007 Eh
Relative energy (zero: lowest compared OMol25 entry of this formula, charge and spin) ... 452.09 kJ/mol
Structure (SMILES) ... CC[C@@H]1N[C@@H](C)[C@H]1Cl
LUMO energy ... 0.960 eV
HOMO energy ... -9.381 eV


> Among the records above, which one has the highest E?

C6H12ClN